[1]
{"formula": "C29H30AlN13O4P", "method": "the ωB97M-V functional and the def2-TZVPD basis", "gap_ev": 4.813, "de_lowest_kcal_mol": 8.12, "e_lumo_ha": -0.357, "e_tot_ev": -73986.279, "charge": 3, "species": ["Al", "C", "N", "C", "N", "C", "N", "C", "C", "C", "C", "C", "C", "C", "N", "N", "C", "O", "C", "C", "C", "C", "C", "C", "N", "C", "N", "C", "N", "C", "H", "H", "H", "H", "H", "H", "H", "H", "H", "H", "H", "H", "H", "H", "H", "H", "N", "C", "N", "C", "N", "C", "C", "N", "C", "C", "N", "H", "H", "H", "H", "H", "C", "O", "P", "O", "C", "O", "C", "H", "H", "H", "H", "H", "H", "H", "H", "H"], "xyz": [[-0.77464, 1.82500, 0.59571], [-2.07366, -3.49614, 1.28793], [-1.43476, -2.16653, 1.26236], [-1.62893, -1.18300, 0.40439], [-0.82779, -0.15795, 0.72132], [-0.15216, -0.62866, 1.83275], [-0.50047, -1.83210, 2.17617], [-1.46830, -4.43843, 0.27156], [-2.16797, -5.58892, -0.07467], [-1.60071, -6.50332, -0.94915], [-0.34570, -6.27498, -1.49348], [0.34538, -5.11758, -1.15736], [-0.21537, -4.20276, -0.26989], [1.66078, -4.85164, -1.73092], [2.38922, -5.61140, -2.46647], [3.54019, -4.89473, -2.75109], [3.41436, -3.75698, -2.16689], [2.24121, -3.64599, -1.49351], [4.33122, -2.62121, -2.18033], [5.52685, -2.71165, -2.88594], [6.37684, -1.61916, -2.93403], [6.03359, -0.43558, -2.29614], [4.84541, -0.35169, -1.58167], [4.52285, 0.93687, -0.86718], [3.07432, 1.22290, -0.86275], [2.24605, 1.29941, 0.15916], [1.01979, 1.61458, -0.28356], [1.20219, 1.69818, -1.64768], [2.42694, 1.47200, -2.01903], [3.99849, -1.44566, -1.51711], [-3.13922, -3.35519, 1.11493], [-1.93306, -3.86511, 2.30171], [-2.29445, -1.24159, -0.43972], [0.61929, -0.08001, 2.35141], [-3.14916, -5.78162, 0.34492], [-2.14384, -7.40133, -1.21278], [0.10677, -6.98255, -2.17617], [0.36228, -3.32907, 0.00741], [5.77233, -3.63539, -3.39337], [7.30599, -1.68250, -3.48415], [6.69567, 0.42078, -2.35742], [5.00484, 1.77143, -1.37135], [4.84588, 0.92761, 0.17439], [2.54348, 1.15239, 1.18588], [0.42127, 1.92277, -2.35596], [3.06459, -1.40139, -0.96665], [-0.86256, 5.27824, -1.59685], [-1.31441, 4.03315, -1.59417], [-0.97287, 3.47643, -0.43679], [-0.29978, 4.48006, 0.22624], [-0.22012, 5.58479, -0.45235], [0.18984, 4.23497, 1.58361], [0.75948, 5.20855, 2.38910], [1.13099, 4.93708, 3.63453], [0.92203, 3.70754, 4.09085], [0.35841, 2.71907, 3.29531], [0.00481, 2.97973, 2.03174], [-0.94635, 5.97656, -2.32802], [-1.87987, 3.57853, -2.39322], [0.90588, 6.21519, 2.01461], [1.20785, 3.49685, 5.11451], [0.19419, 1.71832, 3.67402], [-5.03733, 4.00092, 1.12006], [-4.90220, 2.57594, 0.86193], [-3.66900, 1.89858, 0.15089], [-2.51105, 1.79659, 1.45188], [-2.94635, 1.38043, 2.79201], [-4.14363, 0.38053, 0.18429], [-5.21621, -0.04168, -0.72376], [-5.97160, 4.12297, 1.65548], [-5.08016, 4.55160, 0.18252], [-4.21201, 4.35324, 1.73817], [-2.48405, 2.04482, 3.51664], [-2.64690, 0.34820, 2.96042], [-4.02657, 1.46740, 2.84320], [-4.89245, 0.05890, -1.75859], [-6.11131, 0.54644, -0.54067], [-5.41460, -1.08204, -0.49315]], "mulliken_charge": [0.073, -1.453, 0.882, -0.201, 0.623, -0.798, -0.808, 1.143, -0.947, -0.679, -0.978, -0.212, -0.010, 0.614, -0.454, -0.434, 0.704, -0.258, -0.216, -1.004, -0.747, -0.909, 1.159, -0.992, 0.721, 0.066, 0.216, -0.594, -0.723, -0.233, 0.481, 0.371, 0.638, 0.612, 0.488, 0.431, 0.560, 0.710, 0.563, 0.433, 0.433, 0.510, 0.202, 0.472, 0.561, 0.656, 0.091, -0.267, 0.085, 0.185, -0.617, 0.467, -0.552, -0.417, -0.606, -0.275, 0.575, 0.239, 0.555, 0.531, 0.433, 0.589, -0.613, -0.359, 0.012, 0.374, -0.844, -0.215, -0.845, 0.267, 0.313, 0.264, 0.334, 0.242, 0.396, 0.384, 0.346, 0.253]}


[2]
{"formula": "C4H8N2OS", "method": "the ωB97M-V functional and the def2-TZVPD basis", "gap_ev": 9.002, "de_lowest_kcal_mol": 39.51, "e_lumo_ha": 0.028, "e_tot_ev": -20139.121, "charge": 0, "species": ["C", "C", "C", "C", "H", "H", "H", "H", "H", "H", "H", "H", "N", "N", "O", "S"], "xyz": [[1.21384, 0.07253, 0.24434], [0.32225, 1.04541, -0.52134], [-1.95545, -0.64745, -0.36893], [0.39500, -1.02009, 0.92099], [1.77739, -1.06217, -1.25915], [1.87777, 0.55636, 1.04990], [0.97440, 1.93411, -0.60986], [0.08116, 0.73502, -1.50460], [-1.16419, 2.25243, 0.33321], [-2.93044, -1.06723, -0.68666], [-0.24008, -0.56536, 1.71144], [1.03969, -1.78074, 1.40576], [-0.85706, 1.29990, 0.25135], [-2.00470, 0.61232, -0.10746], [2.18869, -0.49141, -0.61383], [-0.71825, -1.87363, -0.24514]], "mulliken_charge": [0.072, -0.773, -0.122, -0.748, 0.376, 0.290, 0.342, 0.399, 0.287, 0.381, 0.384, 0.398, -0.002, -0.659, -0.533, -0.092]}


[3]
{"formula": "C36H100N8O12", "method": "the ωB97M-V functional and the def2-TZVPD basis", "gap_ev": 8.779, "de_lowest_kcal_mol": 145.78, "e_lumo_ha": 0.011, "e_tot_ev": -75434.129, "charge": 0, "species": ["C", "C", "O", "O", "H", "H", "H", "H", "H", "H", "C", "C", "O", "O", "H", "H", "H", "H", "H", "H", "C", "C", "C", "O", "C", "N", "H", "H", "H", "H", "H", "H", "H", "H", "H", "H", "H", "C", "C", "C", "O", "C", "N", "H", "H", "H", "H", "H", "H", "H", "H", "H", "H", "H", "C", "C", "C", "O", "C", "N", "H", "H", "H", "H", "H", "H", "H", "H", "H", "H", "H", "C", "C", "C", "O", "C", "N", "H", "H", "H", "H", "H", "H", "H", "H", "H", "H", "H", "C", "C", "C", "O", "C", "N", "H", "H", "H", "H", "H", "H", "H", "H", "H", "H", "H", "C", "C", "C", "O", "C", "N", "H", "H", "H", "H", "H", "H", "H", "H", "H", "H", "H", "C", "C", "C", "O", "C", "N", "H", "H", "H", "H", "H", "H", "H", "H", "H", "H", "H", "C", "C", "C", "O", "C", "N", "H", "H", "H", "H", "H", "H", "H", "H", "H", "H", "H"], "xyz": [[3.60331, 4.63802, -5.20354], [2.32044, 3.98292, -4.67237], [1.10615, 4.80249, -4.66276], [3.49599, 5.21493, -6.46003], [4.35301, 3.86436, -5.36941], [3.93988, 5.27669, -4.38689], [2.54117, 3.47176, -3.73531], [2.00276, 3.16012, -5.31281], [0.80126, 4.85328, -5.57164], [4.19022, 4.99424, -7.08528], [0.29783, 1.26667, -0.77815], [0.33903, -0.21653, -0.94817], [1.14679, -0.84810, -0.01399], [1.51232, 1.93930, -1.09285], [-0.07004, 1.58797, 0.19630], [-0.44354, 1.78137, -1.38933], [0.66870, -0.63465, -1.89927], [-0.65066, -0.65287, -0.81323], [2.05525, -0.54659, -0.08751], [1.34242, 2.88385, -1.11672], [4.75834, 1.74309, 1.21417], [4.51114, 3.04107, 1.96201], [2.98818, 3.56261, 1.89809], [2.22149, 3.03851, 2.93167], [1.02486, 2.26314, 2.64368], [4.96073, 2.86666, 3.31862], [5.82006, 1.49778, 1.24025], [4.42226, 1.91099, 0.19096], [4.23595, 0.89117, 1.64942], [5.04200, 3.89641, 1.54408], [2.54944, 3.39085, 0.91519], [2.93302, 4.65094, 1.92260], [0.63907, 1.96315, 3.61799], [1.27938, 1.39379, 2.03741], [0.31842, 2.95090, 2.17890], [5.67846, 2.19063, 3.53758], [4.19398, 2.43445, 3.81398], [-5.03564, -2.94644, 0.65917], [-3.91319, -2.89318, -0.43569], [-4.04785, -1.75168, -1.48302], [-5.34613, -1.81752, -2.10802], [-5.86413, -0.64029, -2.70999], [-2.60857, -2.88249, 0.22440], [-4.84555, -2.29386, 1.51129], [-5.17415, -3.94199, 1.08082], [-5.97858, -2.62259, 0.21863], [-4.01928, -3.84624, -0.95388], [-3.28155, -1.84741, -2.25225], [-4.02403, -0.80476, -0.94368], [-6.13845, 0.19774, -2.06924], [-6.82907, -0.94304, -3.11661], [-5.22611, -0.24200, -3.49891], [-2.39545, -1.92250, 0.45484], [-2.59438, -3.33156, 1.12896], [0.29635, -4.10466, -1.60778], [-0.66423, -5.27221, -1.96567], [-1.00882, -6.12749, -0.76297], [0.14297, -6.94125, -0.35978], [-0.05707, -7.66957, 0.82460], [-1.81945, -4.66179, -2.67398], [1.25925, -4.22413, -1.11113], [-0.18992, -3.19276, -1.26125], [0.73534, -3.77376, -2.54900], [-0.09409, -6.00783, -2.53304], [-1.76084, -6.87276, -1.02208], [-1.48732, -5.50627, -0.00585], [-1.03534, -8.14814, 0.77914], [0.07513, -7.07392, 1.72783], [0.83653, -8.29119, 0.88080], [-2.62007, -5.09754, -2.23898], [-1.68351, -3.76891, -2.22188], [0.75933, -1.35200, 3.87514], [-0.01467, -2.26303, 2.92046], [-0.98046, -3.34318, 3.51617], [-1.45647, -4.32780, 2.59770], [-2.45537, -5.20746, 3.08134], [-0.63464, -1.33598, 2.01464], [1.31789, -1.97903, 4.57009], [0.01773, -0.81415, 4.46578], [1.57381, -0.68908, 3.58316], [0.69918, -2.80834, 2.30308], [-1.87499, -2.96929, 4.01428], [-0.53650, -3.88190, 4.35330], [-2.49874, -5.98913, 2.32291], [-3.38287, -4.64186, 3.17038], [-2.15973, -5.51711, 4.08375], [-0.75195, -1.92400, 1.20188], [0.02325, -0.73334, 1.54124], [3.52206, -3.91295, 0.61889], [4.32042, -4.82512, 1.54416], [3.39817, -5.17818, 2.72037], [3.17816, -4.07542, 3.52373], [2.96051, -4.40307, 4.93434], [4.85426, -6.09947, 0.91381], [2.46260, -4.16859, 0.63618], [3.94863, -3.71984, -0.36541], [3.53497, -2.89570, 1.01023], [5.18404, -4.29660, 1.94781], [3.87555, -5.96527, 3.30407], [2.51405, -5.73493, 2.40980], [3.73417, -4.94562, 5.47765], [2.10959, -5.05157, 5.14289], [2.72844, -3.48643, 5.47657], [4.04847, -6.53006, 0.48324], [5.36750, -5.82671, 0.08781], [-3.52196, 2.34573, -4.49257], [-2.05423, 2.61869, -4.04806], [-1.02420, 1.63686, -4.71378], [-1.46787, 0.30410, -4.48551], [-0.68305, -0.82351, -5.04024], [-1.60934, 4.01647, -4.33699], [-3.96149, 1.52737, -3.92230], [-3.31321, 2.07055, -5.52640], [-4.20472, 3.19434, -4.45035], [-1.96958, 2.48055, -2.97016], [-0.04044, 1.78617, -4.26879], [-0.93956, 1.80626, -5.78721], [-0.95121, -1.20445, -6.02567], [-0.90551, -1.68861, -4.41558], [0.37417, -0.55859, -5.05448], [-1.81271, 4.28061, -5.29039], [-0.59978, 4.04477, -4.34620], [-3.35545, 1.25891, 1.08115], [-2.97054, 1.05668, 2.61772], [-3.85996, 1.73261, 3.66003], [-3.16882, 1.65781, 4.88915], [-3.84952, 2.23049, 5.97022], [-3.12225, -0.39964, 2.85163], [-4.26065, 0.91974, 0.57748], [-2.51804, 1.12566, 0.39624], [-3.47001, 2.32778, 0.90089], [-1.91477, 1.27841, 2.77362], [-4.91158, 1.44700, 3.68486], [-3.79168, 2.80487, 3.47648], [-4.75652, 1.69406, 6.24896], [-4.03699, 3.28397, 5.76256], [-3.18147, 2.05227, 6.81286], [-2.29845, -0.81075, 2.43637], [-2.93213, -0.42012, 3.84337], [3.31519, 5.46492, -1.00853], [1.82870, 5.71902, -0.96334], [1.41905, 7.16626, -1.32498], [1.97936, 8.09066, -0.37227], [1.57599, 9.45805, -0.42258], [1.07146, 4.70532, -1.64063], [3.94234, 6.14540, -0.43257], [3.75423, 5.65072, -1.98874], [3.47595, 4.40318, -0.82156], [1.32137, 5.57250, -0.00980], [0.35939, 7.41336, -1.26058], [1.65040, 7.44074, -2.35418], [2.02415, 9.99852, -1.25634], [2.19647, 9.89869, 0.35776], [0.50849, 9.61839, -0.27144], [0.13259, 5.06134, -1.74960], [1.40982, 4.76594, -2.59034]], "mulliken_charge": [-0.515, -0.214, -0.785, -0.554, 0.378, 0.104, 0.127, 0.530, 0.363, 0.347, 0.841, 0.610, -0.565, -0.304, -0.400, -0.376, 0.561, -0.567, 0.227, 0.190, -1.104, 0.370, 0.311, -0.562, -0.400, -0.774, 0.391, 0.201, 0.188, 0.222, -0.499, 0.415, 0.354, -0.104, 0.402, 0.260, 0.283, -1.611, 0.506, 0.365, -0.425, -0.703, 1.043, 0.238, 0.331, 0.448, 0.021, 0.182, -0.171, 0.280, 0.338, 0.205, -0.693, -0.238, -1.199, 0.767, -0.573, -0.378, -0.577, -0.713, 0.081, 0.087, 0.398, 0.412, 0.515, 0.103, 0.352, 0.070, 0.295, 0.365, -0.047, -1.437, 1.446, -1.213, -0.140, -1.053, 1.645, 0.097, 0.284, 0.268, -0.110, 0.467, 0.548, 0.215, 0.318, 0.388, -0.826, -0.924, -0.693, 0.316, -0.692, -0.219, -1.054, -0.813, -0.276, 0.502, 0.264, 0.335, 0.544, 0.073, 0.441, 0.367, 0.329, 0.257, 0.296, -1.163, 0.845, -0.542, -0.280, -0.608, -0.703, -0.075, 0.386, 0.453, -0.177, 0.271, 0.493, 0.305, 0.008, 0.340, 0.318, 0.194, -1.395, 1.613, -1.156, -0.268, -0.801, -0.473, 0.299, 0.046, 0.569, -0.418, 0.368, 0.498, 0.317, 0.309, 0.228, -0.088, 0.352, -1.292, 0.420, -0.953, -0.312, -0.813, -0.083, 0.438, 0.209, 0.207, 0.391, 0.498, 0.349, 0.326, 0.265, 0.298, 0.341, -0.332]}